# 1
97
Properties=species:S:1:pos:R:3:forces:R:3:mulliken_charge:R:1 method="wB97M-V/def2-TZVPD" homo_ev="-16.28 / -16.29" charge=+3 gap_ev="6.06 / 6.02"
H 0.62992 4.83313 -4.22535 0.047 -0.327 -0.031 0.479
N 0.50821 1.43039 -0.75830 1.962 -1.836 -4.521 -0.191
H 0.56436 3.64864 -6.44329 0.045 -0.160 0.258 0.462
H -3.68576 -0.76588 2.41159 -0.228 -0.005 -0.153 0.266
H -0.20900 -4.93099 2.48603 0.029 0.165 -0.185 0.230
N -0.69616 -1.72313 2.54431 -0.091 -0.156 0.412 0.514
H -2.97002 -2.97860 -0.59298 -0.112 0.036 0.120 0.189
C 1.74538 -1.29691 -1.11331 -0.740 -2.389 1.833 -2.161
C -5.06924 1.74269 -0.87062 -0.127 0.389 0.022 -1.771
H 2.92278 -1.43494 3.02693 -0.164 0.072 -0.264 0.800
H 3.66225 -2.96526 0.34495 0.115 0.087 0.109 0.275
C -3.56305 2.28791 1.07686 -0.167 -0.020 -0.070 -1.494
H 1.69684 -2.92736 -3.30076 -0.292 0.259 -0.192 0.650
C 0.71933 3.74801 -4.28492 0.025 -0.479 0.039 -0.893
H 6.24001 -0.34665 -2.53351 -0.288 0.031 0.224 0.499
C 0.61592 -1.55193 -2.04855 -0.511 -1.733 -0.707 1.247
H -5.15052 -2.05163 -1.48902 -0.135 0.057 0.265 0.401
H -1.66455 2.48718 -1.04535 -0.233 0.062 -0.022 0.127
H 2.14321 -2.27143 -0.77181 -0.324 0.048 -0.159 0.913
C 2.51262 -1.09213 2.06384 0.101 0.077 -0.081 -1.497
C -1.66767 -2.33719 5.11876 0.321 -0.582 -0.551 -0.530
H -1.16104 0.27916 2.95974 -0.265 -0.451 0.308 0.177
H -2.09079 -0.20465 5.23164 0.118 -0.262 -0.135 0.552
C -1.20136 -0.75133 3.35721 -0.027 -0.709 0.803 -0.473
C 4.33604 -2.24300 0.82388 0.228 -0.151 0.176 -1.714
H 4.74174 2.08721 -1.26429 -0.048 -0.102 -0.242 0.403
N -0.64621 -1.18894 -1.64902 1.483 0.864 -0.835 0.558
H -3.93591 3.32245 1.05267 0.149 -0.255 0.090 0.526
H 1.82139 -1.90189 1.74648 0.237 0.162 0.105 0.161
H -2.53535 2.30561 1.46732 -0.101 0.042 -0.073 0.172
C -1.69657 -1.02342 4.63048 0.169 0.946 -0.681 -0.719
C -5.38948 -1.57262 -0.53150 -0.132 -0.034 0.110 -1.622
H -2.03973 -2.56550 6.11830 0.105 0.064 -0.299 0.468
Ce 0.09787 -0.39133 0.48424 -0.430 -0.444 0.630 0.005
H -5.77073 1.27660 -0.16548 0.239 0.149 -0.222 0.351
C 3.65853 -0.55822 -3.25852 -0.248 -0.029 -0.082 -2.306
C -2.73510 2.59419 -1.27219 -0.123 -0.074 0.023 -1.574
H 5.47713 -1.67018 -1.65014 0.063 0.339 -0.049 0.471
H 2.67057 -0.16847 -3.50316 0.314 -0.173 -0.078 0.613
H -2.49929 -2.61186 1.08905 -0.194 0.016 -0.133 0.503
C -0.36573 -2.66506 -3.94554 -0.221 -0.256 0.023 -1.131
H 5.10433 1.78983 -2.98270 -0.204 -0.048 0.232 0.491
C 4.20434 0.07938 -1.98248 0.548 0.648 -0.341 2.013
H 4.62568 -2.66591 1.79885 -0.094 0.052 -0.238 0.542
H 3.59174 -1.64984 -3.18098 0.118 0.216 0.022 0.246
H -5.12208 -1.79187 2.20418 0.165 0.237 -0.071 0.540
H 5.05716 -0.25562 2.61268 -0.127 0.073 -0.271 0.474
C 0.66751 3.08323 -5.51679 0.106 -0.137 0.308 -0.580
C 3.67272 -0.88388 1.07089 -0.061 -0.187 -0.664 2.063
H 4.19445 1.09969 1.85048 0.095 -0.173 -0.010 0.344
H -2.89101 2.36772 -2.33573 0.055 0.120 0.259 0.354
H -1.10087 -4.39174 4.60723 -0.101 0.409 0.077 0.460
H 1.96406 -0.15421 2.29364 0.306 -0.353 0.015 0.085
C -2.93913 -0.50585 -2.14509 0.274 -0.193 -0.136 -1.590
C 4.37485 1.60245 -2.18056 0.114 -0.014 0.041 -1.602
C -1.15538 -3.34318 4.30673 -0.189 0.429 0.220 -1.074
C 0.99133 1.61629 -3.13647 0.132 -0.908 -1.135 0.259
C 0.84970 0.94745 -4.36905 0.292 -0.054 0.111 0.274
H 0.83079 -0.14441 -4.38017 0.108 0.410 -0.211 0.395
H 0.91087 3.51566 -2.14661 0.112 -0.001 -0.333 0.468
H -5.37554 2.79437 -0.98110 0.014 -0.271 -0.008 0.537
H 5.53607 0.30516 1.00262 -0.331 -0.096 0.243 0.302
H 4.32387 -0.31314 -4.10057 -0.122 -0.040 0.300 0.659
H -5.16847 1.26701 -1.85683 -0.007 0.110 0.265 0.304
C -4.55518 -0.95611 1.76516 -0.169 -0.103 0.030 -1.816
H -4.19024 1.72391 1.77849 0.198 0.192 -0.193 0.301
C -1.68991 -1.28515 -2.50290 -0.169 0.210 0.209 0.321
H 6.04051 -0.20560 -0.78072 -0.078 -0.134 -0.341 0.299
C 4.67145 0.12913 1.65594 -0.061 0.185 -0.043 -1.552
C 0.69138 1.93809 2.18978 0.648 4.054 0.870 0.483
O 0.88879 3.02699 2.50154 -0.661 -3.880 -0.985 -0.171
H 0.68551 1.15535 -6.51047 -0.062 0.223 0.434 0.496
C 0.73734 -2.43559 -3.13384 0.298 0.398 0.203 -0.621
C 5.56229 -0.57656 -1.69520 0.116 -0.105 0.218 -1.841
C 0.73549 1.68389 -5.55244 -0.181 -0.206 0.237 -1.114
H -3.01461 3.64913 -1.11902 0.100 -0.339 -0.062 0.642
H -2.44495 -2.10735 -4.32079 0.291 -0.065 0.053 0.622
H 5.24943 -2.17430 0.22465 -0.332 0.033 0.272 0.427
H -0.28682 -3.35120 -4.78999 -0.011 0.237 0.174 0.498
H -2.96724 0.41790 -2.74923 0.185 -0.352 0.202 0.552
N -0.22033 -3.96718 2.18282 0.146 0.103 -0.116 -0.155
H -6.05638 -2.25940 0.01186 0.157 0.170 -0.182 0.515
C -3.62398 1.72286 -0.35560 -0.085 -0.325 0.112 1.360
P -2.94654 -0.04088 -0.34678 -0.159 -0.070 0.019 1.202
C -4.13913 -1.35231 0.33804 0.044 0.347 0.082 1.727
H -5.21463 -0.07660 1.77982 0.202 -0.302 -0.019 0.353
C -0.69321 -3.00589 3.02269 0.136 0.500 -0.715 0.618
H 0.04461 -3.76330 1.22310 -0.230 -0.223 0.569 0.056
H 3.42478 2.07626 -2.46327 0.366 -0.067 0.043 0.288
C 1.07028 0.99863 -1.78760 -4.533 5.922 3.581 0.767
H -5.94911 -0.65108 -0.72505 0.145 -0.353 0.054 0.279
H -3.83400 -1.07153 -2.44175 0.316 0.223 0.210 0.606
P 2.92724 -0.11121 -0.57396 1.375 -0.721 0.345 0.785
C -3.34582 -2.67096 0.39234 0.016 -0.028 0.023 -1.845
H -4.01438 -3.46663 0.75477 0.191 0.178 -0.126 0.587
C 0.88644 3.01098 -3.11270 0.002 0.829 0.316 -0.633
C -1.57531 -2.02393 -3.67102 0.050 0.004 0.064 -0.938

=====

# 2
66
Properties=species:S:1:pos:R:3:forces:R:3:nbo_charge:R:1 method="wB97M-V/def2-TZVPD" relative_energy_kcal_mol=0.00 homo_ev=-11.22 charge=+1 gap_ev=7.52
H 1.24984 -0.51892 2.26511 0.063 -0.016 -0.037 0.234
C 2.54635 -2.57272 0.01590 -0.006 0.035 -0.035 -0.168
C -3.82283 2.20911 -1.71871 -0.005 0.016 0.034 -1.114
C 1.25816 1.11309 -2.83004 0.004 0.024 -0.032 -0.192
C 2.06669 -4.92035 -0.08720 -0.020 -0.012 -0.007 -0.175
H -1.68779 -2.46748 1.69896 0.010 -0.036 0.096 0.207
C -1.09427 -3.14816 -0.82379 -0.102 -0.083 -0.176 0.090
H -3.85949 1.10491 1.33853 0.012 -0.004 0.004 0.226
C -0.93334 0.70154 2.63575 -0.140 -0.017 0.017 -0.230
C 0.32339 -3.29525 -0.52151 -0.041 -0.196 0.079 -0.097
C -2.67012 4.63412 -0.20151 0.018 -0.020 -0.042 -1.107
C 1.83495 0.27146 -5.00518 -0.001 0.022 0.001 -0.168
C -1.22157 -0.36509 1.77768 0.150 0.079 0.140 -0.146
H -4.79192 2.71048 -1.75924 -0.004 -0.009 0.015 0.254
H 1.55883 2.35285 -4.54298 0.005 -0.005 -0.018 0.230
C -1.44188 -1.81047 3.70972 -0.010 0.011 0.013 -0.295
H 2.06027 0.45132 -6.04781 0.001 -0.005 -0.001 0.232
H 1.03645 1.95378 -2.18675 0.042 -0.008 0.017 0.229
H 3.12849 1.33323 -1.12971 -0.033 0.011 0.000 0.219
C 1.22920 -2.25169 -0.31070 0.256 0.131 0.005 -0.365
C 1.55248 1.34015 -4.16307 -0.003 -0.017 0.016 -0.191
H -0.85074 2.04642 -1.52677 -0.178 0.145 -0.047 0.222
H -0.70108 1.67176 2.21922 0.005 0.012 0.045 0.228
H -1.61637 -4.01635 -1.21786 -0.022 -0.001 0.020 0.221
H -1.63546 -2.77697 4.15466 -0.001 -0.005 -0.011 0.241
H 2.84818 0.59348 3.74556 0.007 0.004 0.003 0.230
H -4.02463 1.13257 -1.70156 0.023 -0.018 -0.005 0.217
C 2.89985 0.76828 2.67907 0.009 0.003 -0.010 -0.193
H -2.17098 4.99979 -1.10117 0.001 0.015 0.005 0.242
N -1.78054 -2.10282 -0.61347 -0.165 0.558 0.196 -0.153
C -1.07992 2.01591 -0.44767 -0.145 -0.044 0.435 -1.178
H 1.55483 -2.27118 -2.79968 -0.002 0.019 0.007 0.215
O -3.10659 -2.29406 -0.97174 -0.036 -0.053 -0.047 -0.522
C 3.87003 1.61310 2.15247 -0.008 -0.004 0.004 -0.173
H -3.65021 5.11186 -0.14588 -0.010 -0.016 0.006 0.249
H 0.04990 -5.41752 -0.59712 0.000 -0.002 0.002 0.227
C -1.46826 -1.62270 2.33386 -0.030 0.095 -0.034 -0.186
C 3.03723 1.18778 -0.06227 0.050 0.005 -0.047 -0.130
H 4.57508 2.10279 2.81092 0.002 0.003 -0.003 0.230
C 1.54222 -1.25523 -3.17186 0.033 -0.024 -0.039 -0.116
H 2.05055 -1.85628 -5.16157 -0.001 -0.001 -0.001 0.231
P 0.84716 -0.49169 -0.58816 0.116 -0.140 0.465 1.395
C 0.75839 -4.61794 -0.42027 -0.005 0.001 -0.002 -0.158
H -3.29728 2.42998 -2.65028 -0.013 -0.001 -0.014 0.241
H -3.57292 -1.49724 -0.68857 0.008 -0.009 0.031 0.483
C 1.99307 0.14371 1.84155 0.061 -0.062 0.034 -0.182
H -3.09379 2.41246 2.22383 0.014 0.011 0.022 0.246
C 1.82886 -1.02250 -4.50933 -0.007 0.010 -0.006 -0.218
C -0.91569 0.53038 4.00962 -0.004 0.028 -0.011 -0.275
C 3.94141 1.81692 0.78389 -0.011 -0.017 0.002 -0.222
H 3.99095 -4.10077 0.39774 -0.002 -0.016 -0.008 0.236
C -1.16635 -0.72900 4.52092 0.006 -0.018 0.045 0.403
F -1.13288 -0.90632 5.84964 -0.008 0.001 -0.006 -0.311
C 1.25793 -0.18801 -2.32124 -0.022 -0.059 -0.039 -0.455
Ir -1.24427 0.00576 -0.17512 0.145 -0.528 -0.928 0.497
Si -2.82003 2.77278 -0.23358 0.074 0.148 -0.089 1.594
C -3.67216 2.18355 1.32855 -0.006 -0.057 -0.012 -1.119
H -2.08807 4.96416 0.66139 0.002 -0.001 0.000 0.243
H 2.37950 -5.95226 -0.00634 0.006 0.002 0.007 0.237
H 4.70448 2.45943 0.36585 0.004 0.001 0.007 0.230
H 3.27056 -1.78540 0.17141 -0.012 0.036 0.008 0.237
C 2.96268 -3.89008 0.13691 0.027 0.015 0.004 -0.175
C 2.05142 0.35789 0.46340 -0.072 0.135 -0.111 -0.440
H -4.64118 2.67809 1.42840 -0.007 0.007 -0.041 0.254
H -0.70013 1.34984 4.68209 0.003 0.002 -0.001 0.241
H -0.30666 2.61973 0.03710 -0.022 -0.083 0.079 0.245

=====

# 3
37
Properties=species:S:1:pos:R:3:forces:R:3:nbo_charge:R:1 method="wB97M-V/def2-TZVPD" relative_energy_kcal_mol=58.75 homo_ev=-8.29 gap_ev=8.61
H 6.55390 -1.00707 1.26080 0.044 -0.066 0.036 0.211
C -2.79291 0.66335 -0.09875 -0.030 -0.184 -0.049 -0.105
N -2.02504 -2.74190 -1.18412 0.131 -0.324 -0.081 -0.804
H 6.84386 2.49036 -2.10887 0.040 0.044 -0.073 0.219
O 2.33884 0.49543 0.31269 0.045 -0.016 -0.179 -0.487
H 4.13625 -1.28786 1.40199 -0.060 -0.058 -0.011 0.224
H 3.60066 2.27582 -0.88913 -0.075 0.107 -0.061 0.216
H -1.78398 1.04216 -0.11065 0.093 0.071 -0.016 0.232
H -6.38072 -0.74147 -0.05283 -0.089 -0.008 0.011 0.231
C 5.91125 -0.27821 0.78928 0.101 0.118 -0.028 -0.192
H 0.65346 -0.06081 1.24284 0.382 -0.085 0.078 0.239
C 6.46324 0.78115 0.09847 0.037 -0.054 0.018 -0.252
N -0.74719 -1.23371 0.06553 0.291 0.750 0.542 -0.243
C -4.29969 -1.20146 -0.26439 0.233 0.045 -0.011 -0.186
C -3.86160 1.51676 0.09012 -0.113 -0.009 0.028 -0.249
C -1.84789 -1.59655 -0.48648 0.616 -0.501 -0.069 0.389
O 0.32881 -2.12577 -0.17440 -1.310 -0.668 -0.782 -0.396
H 2.15169 -0.65744 2.03293 -0.066 -0.035 -0.145 0.200
C -5.15115 1.00399 0.09866 0.209 -0.225 -0.028 -0.017
H -1.20461 -3.29092 -1.38365 -0.068 -0.015 -0.020 0.419
C 1.53004 -1.79690 0.32107 0.609 0.327 0.313 0.767
C 4.26936 1.56768 -0.42367 -0.115 -0.127 0.054 -0.271
C 5.64021 1.71668 -0.52232 -0.078 -0.056 0.046 0.018
C -2.99959 -0.70244 -0.28328 -0.307 0.268 0.043 -0.109
Cl -6.49194 2.06472 0.33024 -0.149 0.124 0.025 0.018
O 2.43896 -2.55864 0.13338 -0.212 0.157 0.047 -0.552
H -4.47921 -2.26097 -0.37006 -0.017 -0.097 -0.005 0.219
C 1.65187 -0.47097 1.07455 -0.215 0.019 0.271 -0.188
C 6.23996 2.86179 -1.28176 0.004 -0.024 0.014 -0.629
H 6.89009 3.44770 -0.63331 0.041 0.082 -0.012 0.218
C 4.53711 -0.43120 0.88602 -0.340 -0.092 0.106 -0.266
C -5.37442 -0.35368 -0.07297 -0.086 0.161 0.004 -0.233
H 7.53620 0.88544 0.03064 0.122 0.005 -0.007 0.207
H 5.46691 3.51285 -1.68100 -0.010 0.082 -0.051 0.213
H -2.82808 -2.85833 -1.77491 0.065 0.086 -0.006 0.401
H -3.70170 2.57422 0.22901 -0.003 0.094 0.004 0.232
C 3.70889 0.50076 0.27872 0.281 0.105 -0.005 0.303